A structure of composition C30H46AuBN9O at a distorted geometry. Source: the Open Molecules 2025 dataset; level of theory: ωB97M-V with the def2-TZVPD basis set.

CARTESIAN COORDINATES (ANGSTROEM)
Au: -0.140 -0.190 -0.097
C: -1.269 3.304 -3.076
C: -1.689 2.641 -1.761
C: -3.096 3.076 -1.338
C: -0.708 2.961 -0.679
C: -0.303 4.192 -0.161
C: 0.634 3.914 0.829
C: 1.366 4.923 1.659
C: 2.185 5.853 0.758
C: 0.364 5.728 2.495
N: 0.779 2.576 0.902
N: -0.024 2.022 -0.029
B: 1.705 1.685 1.767
N: 2.526 0.769 0.822
N: 1.917 -0.084 -0.032
C: 2.829 -0.701 -0.783
C: 4.082 -0.231 -0.389
C: 3.859 0.693 0.622
C: 4.952 1.421 1.349
C: 4.916 2.938 1.133
C: 5.004 1.039 2.832
C: 2.564 -1.739 -1.832
C: 1.088 -1.930 -2.174
C: 3.179 -3.073 -1.383
N: 0.831 0.795 2.690
N: 0.082 -0.170 2.115
C: -0.661 -0.798 3.029
C: -0.336 -0.247 4.261
C: 0.607 0.758 4.019
C: 1.220 1.534 5.151
C: 1.871 2.882 4.857
C: 2.187 0.621 5.925
C: -1.612 -1.900 2.690
C: -3.024 -1.547 3.161
C: -1.140 -3.227 3.294
H: -1.949 3.009 -3.874
H: -1.298 4.391 -2.986
H: -0.257 3.008 -3.355
H: -1.686 1.555 -1.894
H: -3.144 4.159 -1.219
H: -3.822 2.780 -2.094
H: -3.375 2.609 -0.394
H: -0.650 5.160 -0.477
H: 2.050 4.409 2.336
H: 1.536 6.416 0.087
H: 2.740 6.564 1.369
H: 2.897 5.289 0.155
H: -0.316 6.286 1.851
H: -0.232 5.075 3.134
H: 0.896 6.440 3.125
H: 2.427 2.350 2.409
H: 5.033 -0.527 -0.795
H: 5.875 1.057 0.892
H: 4.070 3.402 1.637
H: 5.833 3.377 1.524
H: 4.853 3.167 0.069
H: 4.098 1.343 3.353
H: 5.116 -0.041 2.939
H: 5.858 1.522 3.306
H: 3.087 -1.410 -2.735
H: 0.538 -2.312 -1.302
H: 0.631 -1.000 -2.528
H: 0.985 -2.668 -2.967
H: 2.715 -3.410 -0.455
H: 3.023 -3.835 -2.145
H: 4.250 -2.974 -1.216
H: -0.727 -0.543 5.220
H: 0.372 1.730 5.816
H: 2.854 2.766 4.403
H: 1.246 3.494 4.207
H: 2.009 3.413 5.798
H: 3.046 0.355 5.307
H: 2.547 1.141 6.812
H: 1.691 -0.295 6.241
H: -1.606 -2.010 1.602
H: -3.056 -1.468 4.248
H: -3.359 -0.595 2.745
H: -3.722 -2.329 2.861
H: -1.126 -3.169 4.382
H: -1.817 -4.026 2.996
H: -0.137 -3.470 2.944
O: -2.141 -0.404 -0.618
N: -2.665 -1.568 -0.385
C: -3.913 -1.669 -0.119
C: -4.784 -0.532 0.021
N: -5.431 0.404 0.177
C: -4.473 -2.956 0.150
N: -4.951 -3.969 0.403

Summary:
**Relative energy (zero: lowest compared OMol25 entry of this formula, charge and spin)**: 0.00 kJ/mol
**Spin multiplicity**: 3
**E_LUMO (alpha / beta)**: -2.5761 / -6.9263 eV
**Charge**: +1
**Gap between HOMO and LUMO (alpha / beta)**: 9.8 / 5.3 eV
**Expectation value of S²**: 2.01
**HOMO level (alpha / beta)**: -12.3 / -12.3 eV

Mulliken atomic charge list, values in e, 2 entries: atom 1 (Au): 0.95, atom 2 (C): -1.56